[1]
Entry from the Open Molecules 2025 dataset: 2 unconnected molecules or ions with the total composition C5H7BrClNO2 in a non-equilibrium geometry (wB97M-V/def2-TZVPD).

Cartesian coordinates (Å):
C (-2.1616, -1.2719, 1.3955)
C (-1.7190, -0.6233, 0.1636)
Br (-2.8062, 0.8095, -0.2980)
C (-0.8555, -1.0237, -0.7517)
Cl (0.1591, -2.4303, -0.5097)
H (-3.2483, -1.2680, 1.5225)
H (-1.6972, -0.9709, 2.3895)
H (-1.8530, -2.3596, 1.2503)
H (-0.6877, -0.5996, -1.7697)
C (2.7707, 1.4338, -1.3764)
O (2.0463, 0.3733, -0.5374)
C (1.0087, 0.7088, 0.1256)
N (0.5036, 1.1162, 1.1231)
O (-0.2843, 1.2497, 2.0181)
H (3.8610, 1.0007, -1.6616)
H (2.7590, 2.3362, -0.7268)
H (2.2044, 1.5192, -2.3570)

SMILES	C/C(Br)=C\Cl.COC#[N+][O-]
total charge	0
F_max	3.44	eV Å⁻¹
E_HOMO	-8.55	eV
DFT total energy	-3433.96159	hartree
LUMO level	0.0160	Eh

[2]
Entry from the Open Molecules 2025 dataset: 2 unconnected molecules or ions with the total composition C3H5ClO2 in a non-equilibrium geometry (wB97M-V/def2-TZVPD).

Cartesian coordinates (Å):
C (-1.8068, -1.6705, 0.1253)
C (0.5803, 0.5607, -0.5518)
C (-0.5392, 0.8490, 0.3580)
O (-2.9971, -1.5313, 0.0306)
O (-0.4792, 0.8121, 1.6923)
Cl (-1.7990, 1.7717, -0.3932)
H (-1.1957, -2.4425, -0.5488)
H (0.3287, 0.6122, -1.6843)
H (1.0164, -0.4145, -0.2955)
H (1.3521, 1.1920, -0.3333)
H (-1.3384, 0.4339, 2.0012)

total charge	0
F_max	3.21	eV Å⁻¹
E_HOMO (alpha / beta)	-7.25 / -8.63	eV
DFT total energy	-727.83178	hartree
LUMO level (alpha / beta)	-0.0138 / 0.0106	Eh

[3]
Entry from the Open Molecules 2025 dataset: 2 unconnected molecules or ions with the total composition C4H14N2 in a non-equilibrium geometry (wB97M-V/def2-TZVPD).

Cartesian coordinates (Å):
C (1.0897, -0.1993, 1.7526)
C (2.3852, -0.7722, 1.2036)
N (3.0622, 0.1077, 0.2403)
H (0.5285, 0.4521, 1.0788)
H (0.3800, -0.9592, 2.1104)
H (1.3594, 0.5189, 2.5362)
H (3.1099, -1.0955, 1.9535)
H (2.1736, -1.7031, 0.6678)
H (2.4576, 0.2447, -0.5566)
H (3.2213, 1.0290, 0.6368)
C (-2.4343, -0.5779, -0.4314)
C (-2.2033, 0.3928, -1.5482)
N (-0.9945, 1.1612, -1.4296)
H (-2.7472, 0.0503, 0.4233)
H (-3.1777, -1.3262, -0.7046)
H (-1.6265, -1.1415, 0.0418)
H (-2.3102, 0.0461, -2.6234)
H (-3.0774, 1.0493, -1.6301)
H (-0.1966, 0.6491, -1.8269)
H (-0.9998, 2.0736, -1.8941)

2S+1	2
total charge	+1
F_max	3.39	eV Å⁻¹
E_HOMO (alpha / beta)	-12.24 / -12.22	eV
DFT total energy	-269.92772	hartree
<S²>	0.755
LUMO level (alpha / beta)	-0.1421 / -0.3445	Eh